Here is a structure of composition C14H10IrN2O2S3Sb from the Open Molecules 2025 dataset. Energies are from ωB97M-V/def2-TZVPD.

Geometry as XYZ:
```
33
Properties=species:S:1:pos:R:3:forces:R:3
C 5.583 0.115 -1.885 0.002 0.001 -0.003
C 6.187 1.361 -1.807 0.001 0.004 0.003
H 7.227 1.480 -2.087 0.001 0.001 0.000
C 5.453 2.457 -1.372 0.003 -0.001 -0.003
H 5.920 3.433 -1.310 0.000 0.001 -0.001
H 3.765 -1.002 -1.583 -0.001 0.003 -0.003
H -0.327 3.547 0.291 0.011 -0.001 0.003
C -2.111 2.323 0.573 0.018 -0.034 -0.013
H 3.536 3.152 -0.680 0.002 0.003 0.001
C -4.815 2.192 1.286 -0.016 -0.017 0.000
C 4.122 2.309 -1.016 -0.007 -0.008 -0.005
H 6.149 -0.742 -2.226 -0.001 -0.002 0.000
N 1.403 1.936 -0.387 -0.001 0.059 0.011
Sb 0.003 -2.321 -2.877 -0.044 -0.002 0.041
S -0.571 -2.655 -0.598 -0.109 -0.370 0.045
C -4.180 3.440 1.225 0.014 0.015 0.000
N 0.093 1.601 -0.083 0.067 -0.192 -0.023
C -2.855 3.481 0.877 -0.014 0.012 0.001
C -0.721 2.534 0.251 -0.050 -0.017 0.014
O 1.634 -0.343 -0.742 0.008 0.122 0.015
H -4.607 0.073 1.037 -0.001 0.000 0.001
H -4.722 4.350 1.446 0.000 0.000 0.001
H -2.341 4.435 0.828 0.002 -0.001 0.000
S -0.735 -0.059 -2.534 -0.040 0.103 -0.186
C -4.127 1.042 1.000 0.009 -0.003 -0.003
C -2.758 1.052 0.629 0.000 0.044 0.013
S -1.139 -3.468 -4.450 -0.014 -0.092 -0.112
O -2.217 -0.112 0.396 -0.007 -0.128 -0.064
C 2.085 0.873 -0.720 -0.001 -0.048 -0.010
H -5.863 2.132 1.556 0.000 -0.002 0.000
Ir -0.354 -0.339 -0.320 0.158 0.558 0.268
C 3.514 1.058 -1.093 0.011 -0.002 0.000
C 4.251 -0.038 -1.528 -0.002 -0.008 0.008
```
Positions in Å, forces in eV/Å.

Properties
* Kohn-Sham gap (spin up / spin down): 6.71 / 5.72 eV
* HOMO energy (spin up / spin down): -4.42 / -4.69 eV
* expectation value of S²: 0.763
* multiplicity: 2
* total charge: -1